[1]
ORCA calculation (the ωB97M-V functional and the def2-TZVPD basis) on C14H12Cl2MnN2O4Pm as an isolated structure at a distorted geometry.

The geometry in XYZ format:
```
36
Properties=species:S:1:pos:R:3:forces:R:3:mulliken_spin:R:1
Mn 2.095 -2.702 -2.938 3.4 5.6 -0.9 3.019
Pm 0.080 0.212 -0.061 1.3 -0.2 0.3 4.033
Cl 1.160 -0.606 -2.630 0.2 -0.5 0.3 0.064
Cl 2.118 -0.143 1.359 -0.9 0.1 -0.8 -0.024
C -0.742 -0.846 2.228 -0.6 -3.3 5.2 -0.003
C 1.011 -3.539 -4.144 -7.4 -2.6 -3.9 -0.089
C 2.079 -3.581 -1.329 -2.8 -9.5 6.4 -0.089
O -0.832 -1.441 3.222 0.4 3.0 -4.9 0.000
O 0.006 -3.606 -4.713 4.8 0.1 2.1 0.054
O 1.821 -4.490 -0.609 2.1 6.5 -4.1 0.033
C -2.829 5.953 1.655 -0.5 1.0 0.5 0.001
N -2.420 4.596 1.333 -0.5 0.0 0.5 -0.016
N -1.357 4.276 0.542 0.9 1.1 -0.6 0.059
C -1.251 2.925 0.503 -1.1 -1.4 0.6 0.021
O -0.256 2.322 -0.099 -0.6 0.3 0.0 0.023
C -2.329 2.387 1.260 1.8 0.4 -1.2 0.000
C -3.025 3.473 1.767 0.1 0.3 -0.1 0.042
C -4.228 3.477 2.625 -0.3 -0.3 0.2 -0.001
C -0.488 5.219 -0.084 -0.4 -1.0 1.0 0.313
C 0.065 6.256 0.667 0.7 2.1 0.4 0.000
C 0.831 7.233 0.025 -0.8 -0.5 1.9 0.138
C 1.106 7.121 -1.347 0.4 0.7 -0.3 0.249
C 0.644 6.003 -2.056 -0.8 -1.7 -0.3 0.142
C -0.113 5.030 -1.414 0.7 0.2 -1.8 0.026
H -3.928 6.021 1.587 0.5 -0.1 -0.1 -0.001
H -2.390 6.687 0.967 -0.2 -0.4 0.1 0.001
H -2.537 6.215 2.688 0.0 -0.2 -0.5 0.000
H -2.510 1.331 1.397 -0.3 0.1 0.2 -0.002
H -4.044 3.934 3.610 0.0 0.0 -0.3 0.004
H -5.071 3.996 2.145 0.2 0.0 0.1 0.005
H -4.531 2.434 2.789 0.0 0.4 0.0 0.000
H -0.112 6.300 1.745 0.1 0.1 -0.4 -0.002
H 1.219 8.078 0.603 0.0 -0.4 -0.2 0.004
H 1.706 7.889 -1.847 -0.2 -0.3 0.2 -0.006
H 0.879 5.897 -3.111 0.0 0.0 0.2 0.005
H -0.437 4.135 -1.937 -0.1 0.3 -0.1 -0.004
```
Forces are in eV/Å.

Summary:
- <S²>: 20.074
- Gap between HOMO and LUMO (spin up / spin down): 5.33 / 5.64 eV
- Charge: +4
- Strongest force on any atom: 11.78 eV Å⁻¹
- Energy: -3629.3034 Ha
- Multiplicity: 9

=====

[2]
ORCA calculation (the ωB97M-V functional and the def2-TZVPD basis) on C22H22ClN4ReSbSe4 as an isolated structure.

The geometry in XYZ format:
```
55
Properties=species:S:1:pos:R:3:forces:R:3:nbo_charge:R:1
Re 0.831 0.375 0.519 0.1 -0.1 -0.2 0.652
Se 4.920 1.032 4.091 0.0 0.0 0.0 -0.636
Sb 3.329 1.994 2.628 0.0 0.0 -0.1 1.030
Se 3.177 0.792 0.310 0.0 0.1 0.0 -0.306
Se 0.972 0.890 2.836 0.0 0.0 0.1 -0.260
Se 2.978 4.318 2.200 0.0 0.0 0.0 -0.721
Cl 1.848 5.213 -2.564 0.0 0.0 0.0 0.039
C 0.982 4.525 -1.239 0.0 0.0 0.0 -0.064
C 0.143 5.298 -0.459 0.0 0.0 0.0 -0.152
C -0.511 4.682 0.592 0.0 0.0 0.0 -0.224
C -0.308 3.336 0.821 0.0 0.0 0.0 0.082
N 0.504 2.592 0.058 -0.1 0.1 0.1 -0.489
C 1.151 3.185 -0.952 0.0 0.0 0.0 0.040
H 0.025 6.354 -0.661 0.0 0.0 0.0 0.240
H -1.155 5.243 1.254 0.0 0.0 0.0 0.238
H -0.780 2.828 1.649 0.0 0.0 0.0 0.233
H 1.842 2.578 -1.519 0.0 0.0 0.0 0.238
C -4.013 1.159 -2.043 0.0 0.0 0.0 -0.651
C -3.210 0.722 -0.868 0.0 0.0 0.0 0.215
C -3.560 0.073 0.298 0.0 0.0 0.0 -0.346
C -2.380 -0.052 1.048 0.0 0.0 0.0 0.241
N -1.364 0.497 0.380 0.0 0.0 -0.1 -0.350
N -1.893 0.955 -0.781 0.0 0.0 0.0 -0.335
C -2.209 -0.736 2.359 0.0 0.0 0.0 -0.661
H -4.944 0.599 -2.088 0.0 0.0 0.0 0.240
H -3.465 0.992 -2.971 0.0 0.0 0.0 0.231
H -4.258 2.220 -1.976 0.0 0.0 0.0 0.239
H -4.542 -0.265 0.580 0.0 0.0 0.0 0.239
H -1.293 1.404 -1.455 0.0 0.0 0.0 0.425
H -3.144 -0.711 2.916 0.0 0.0 0.0 0.231
H -1.425 -0.274 2.954 0.0 0.0 0.0 0.257
H -1.933 -1.782 2.206 0.0 0.0 0.0 0.236
C 3.111 -4.730 1.894 0.0 0.0 0.0 -0.219
C 2.311 -4.919 0.776 0.0 0.0 0.0 -0.189
C 1.579 -3.868 0.250 0.0 0.0 0.0 -0.273
C 1.641 -2.608 0.850 0.0 0.0 0.1 0.199
C 2.453 -2.414 1.967 0.0 0.0 0.0 -0.234
C 3.179 -3.476 2.482 0.0 0.0 0.0 -0.186
N 0.918 -1.523 0.322 0.0 0.0 0.0 -0.563
C 0.310 -1.596 -0.970 0.1 0.0 0.0 0.186
C 0.947 -0.954 -2.037 -0.1 0.0 0.1 -0.286
C 0.277 -0.813 -3.257 0.0 0.0 0.0 -0.200
C -0.983 -1.354 -3.421 0.0 0.0 0.0 -0.225
C -1.591 -2.045 -2.368 0.0 0.0 0.0 -0.185
C -0.960 -2.159 -1.149 0.0 0.0 0.0 -0.249
H 3.686 -5.554 2.297 0.0 0.0 0.0 0.216
H 2.257 -5.891 0.302 0.0 0.0 0.0 0.213
H 0.968 -4.026 -0.629 0.0 0.0 0.0 0.214
H 2.523 -1.439 2.426 0.0 0.0 0.0 0.245
H 3.812 -3.306 3.343 0.0 0.0 0.0 0.228
H 1.973 -0.628 -1.922 0.0 0.0 0.0 0.255
H 0.767 -0.312 -4.082 0.0 0.0 0.0 0.227
H -1.492 -1.268 -4.372 0.0 0.0 0.0 0.222
H -2.570 -2.485 -2.508 0.0 0.0 0.0 0.222
H -1.432 -2.667 -0.317 0.0 0.0 0.0 0.232
```
Forces are in eV/Å.

Summary:
- <S²>: 0.765
- Gap between HOMO and LUMO (spin up / spin down): 5.82 / 5.81 eV
- Strongest force on any atom: 0.28 eV Å⁻¹
- Energy: -11455.0840 Ha
- Relative energy (zero: lowest compared OMol25 entry of this formula, charge and spin): 0.0 kcal/mol
- Multiplicity: 2

=====

[3]
ORCA calculation (the ωB97M-V functional and the def2-TZVPD basis) on a 2-piece molecular cluster, C2H2ClNO2 overall at a distorted geometry.

The geometry in XYZ format:
```
8
Properties=species:S:1:pos:R:3:forces:R:3:nbo_charge:R:1
C 1.741 0.550 0.577 -0.8 2.3 0.6 0.361
C -1.327 -0.589 -0.863 -1.2 -0.8 -0.3 -0.036
N -1.253 -0.851 0.274 1.3 1.2 -0.6 0.191
O 1.144 1.440 0.009 1.3 -2.3 1.1 -0.491
O -0.859 -0.867 1.403 -0.4 -0.5 0.6 -0.395
Cl 2.473 -0.827 -0.191 -0.1 -0.2 -0.3 -0.037
H -1.882 -0.758 -1.773 0.4 0.2 0.3 0.245
H 1.976 0.523 1.697 -0.5 0.1 -1.4 0.163
```
Forces are in eV/Å.

Summary:
- Gap between HOMO and LUMO: 10.98 eV
- Strongest force on any atom: 2.83 eV Å⁻¹
- Energy: -742.7160 Ha
- Relative energy (zero: lowest compared OMol25 entry of this formula, charge and spin): 75.7 kcal/mol

=====

[4]
ORCA calculation (the ωB97M-V functional and the def2-TZVPD basis) on C13H36ClEuIP3 as an isolated structure at a distorted geometry.

The geometry in XYZ format:
```
55
Properties=species:S:1:pos:R:3:forces:R:3:mulliken_spin:R:1
C -1.533 -3.209 -0.716 -1.3 -2.9 -0.2 0.767
I 2.930 -1.812 -2.165 0.0 -0.3 0.1 -0.008
H -1.824 -3.538 0.295 0.3 0.7 -0.2 0.020
H -0.742 -3.874 -1.140 -0.2 0.7 0.2 0.036
H -2.401 -3.149 -1.387 0.4 0.5 0.2 0.033
Eu 0.204 -1.426 -0.883 -0.4 1.1 -0.8 5.148
P 2.263 -0.320 1.911 1.1 -0.1 0.5 -0.005
C 3.890 -0.923 1.400 0.0 0.2 -0.4 -0.002
C 2.465 0.296 3.604 -0.3 0.3 0.2 -0.001
H 2.620 -0.576 4.253 0.0 0.2 -0.2 0.000
H 1.456 -2.280 2.983 0.1 0.2 -0.3 0.000
H 1.567 0.830 3.943 0.3 -0.2 -0.1 0.000
H 0.130 -1.449 2.121 0.3 -0.1 0.0 -0.005
H 4.581 -0.086 1.231 -0.1 -0.2 0.1 0.000
H 3.334 0.961 3.691 -0.2 -0.2 -0.1 0.000
C 1.186 -1.767 2.048 -0.8 0.0 -0.3 0.018
H 4.277 -1.562 2.205 -0.1 0.1 -0.1 0.000
H 1.315 -2.496 1.223 0.2 0.3 0.4 -0.003
H 3.801 -1.500 0.463 0.0 0.2 0.3 0.000
P -2.162 0.775 -1.928 -0.5 0.2 -0.9 0.001
C -2.365 1.250 -3.688 0.2 0.0 0.0 -0.001
C -3.659 -0.270 -1.744 0.3 -0.2 0.2 0.002
H -2.846 2.218 -0.080 -0.1 0.1 -0.2 0.000
H -3.820 2.535 -1.551 0.3 -0.1 0.1 0.000
H -2.152 3.164 -1.420 -0.2 -0.1 0.0 0.000
C -2.813 2.326 -1.169 0.5 -0.1 0.3 -0.001
H -3.732 -0.612 -0.708 -0.2 0.1 -0.2 0.002
H -4.549 0.308 -2.014 0.1 -0.2 0.0 0.000
H -3.351 1.707 -3.852 0.3 -0.2 -0.1 0.000
H -2.245 0.350 -4.306 -0.1 0.3 0.0 0.000
H -3.567 -1.145 -2.395 -0.2 0.1 0.0 -0.002
H -1.576 1.969 -3.946 -0.2 -0.2 -0.1 0.000
Cl -1.477 -0.155 0.845 0.4 -0.4 0.8 0.004
C 0.258 2.890 2.668 -0.1 0.1 0.1 0.000
C 0.379 2.541 1.188 -0.4 -0.5 0.4 0.001
P 1.846 1.582 0.699 -0.7 1.4 -0.5 0.000
C 1.687 1.417 -1.103 0.2 -1.1 -0.2 0.012
C 2.275 2.554 -1.950 0.1 0.5 -0.2 -0.001
C 3.336 2.570 1.068 0.6 -0.7 0.3 0.000
C 3.165 4.081 0.922 -0.2 0.4 -0.1 0.000
H -0.083 2.025 3.249 0.0 0.2 -0.1 0.000
H -0.499 3.675 2.779 0.2 -0.2 0.1 0.000
H 1.197 3.264 3.092 -0.2 0.0 0.0 0.000
H -0.490 1.932 0.878 0.4 0.3 0.0 0.000
H 0.391 3.441 0.555 0.3 -0.2 0.0 0.000
H 2.211 0.466 -1.380 -0.2 0.6 0.0 -0.009
H 0.616 1.273 -1.357 0.2 0.2 0.3 -0.005
H 3.354 2.699 -1.809 -0.3 -0.2 0.0 0.000
H 2.128 2.302 -3.006 0.0 -0.1 0.2 0.000
H 1.779 3.523 -1.803 0.0 -0.3 0.1 0.000
H 3.665 2.322 2.090 -0.1 0.1 -0.3 0.000
H 4.128 2.202 0.397 -0.2 0.1 0.1 0.000
H 2.403 4.485 1.600 0.2 -0.1 -0.2 0.000
H 4.120 4.559 1.170 -0.2 -0.1 0.0 0.000
H 2.910 4.373 -0.102 0.1 -0.1 0.3 0.000
```
Forces are in eV/Å.

Summary:
- <S²>: 12.017
- Gap between HOMO and LUMO (spin up / spin down): 7.08 / 5.12 eV
- Charge: +2
- Strongest force on any atom: 3.22 eV Å⁻¹
- Energy: -3008.5494 Ha
- Multiplicity: 7

=====

[5]
ORCA calculation (the ωB97M-V functional and the def2-TZVPD basis) on a 2-piece molecular cluster, C2H2N2O3 overall at a distorted geometry.

The geometry in XYZ format:
```
9
Properties=species:S:1:pos:R:3:forces:R:3:nbo_charge:R:1
C 2.817 -1.422 1.519 2.1 0.0 -0.1 0.841
C -1.160 0.364 -0.597 -2.2 0.8 -0.7 0.811
N 2.315 -0.950 0.544 0.0 0.1 -0.2 -0.759
N -1.978 1.097 -1.078 0.7 -0.2 -1.2 -0.250
O 3.629 -1.809 2.272 -0.9 -0.2 0.4 -0.527
O -0.369 -0.471 -0.391 0.8 -0.3 0.5 -0.557
O -3.087 1.830 -0.836 -1.1 0.7 0.1 -0.493
H 1.398 -0.738 0.252 -1.0 0.1 -0.1 0.431
H -3.566 2.099 -1.687 1.7 -1.0 1.2 0.504
```
Forces are in eV/Å.

Summary:
- Gap between HOMO and LUMO: 10.53 eV
- Strongest force on any atom: 2.46 eV Å⁻¹
- Energy: -412.5562 Ha
- Relative energy (zero: lowest compared OMol25 entry of this formula, charge and spin): 59.5 kcal/mol

=====

[6]
ORCA calculation (the ωB97M-V functional and the def2-TZVPD basis) on C8H18KN3PTe as an isolated structure.

The geometry in XYZ format:
```
32
Properties=species:S:1:pos:R:3:forces:R:3:nbo_charge:R:1
K -0.533 -0.560 -2.505 0.0 -0.1 0.1 0.939
C 1.601 -1.335 3.438 0.0 0.0 0.0 -0.074
N 1.187 0.016 3.059 0.1 0.0 0.0 -0.453
C -0.101 0.303 3.686 0.0 0.0 0.0 -0.074
N -1.136 -0.675 3.362 0.0 0.0 0.0 -0.453
C -0.658 -2.005 3.734 0.0 0.0 0.0 -0.074
N 0.614 -2.360 3.107 0.0 0.0 0.0 -0.452
C 0.477 -2.538 1.666 0.0 0.0 0.1 -0.499
P -0.095 -0.987 0.806 0.0 0.0 -0.1 0.540
C 1.127 0.169 1.612 0.0 0.0 0.0 -0.500
C -1.514 -0.615 1.957 0.0 0.0 0.0 -0.500
H 1.757 -1.349 4.518 0.0 0.0 0.0 0.211
H 2.547 -1.573 2.948 0.0 0.0 0.0 0.199
H -0.436 1.296 3.382 0.0 0.0 0.0 0.199
H 0.041 0.301 4.768 0.0 0.0 0.0 0.211
H -1.411 -2.748 3.466 0.0 0.0 0.0 0.200
H -0.520 -2.025 4.816 0.0 0.0 0.0 0.211
H -0.232 -3.346 1.474 0.0 0.0 0.0 0.226
H 1.440 -2.851 1.255 0.0 0.0 0.0 0.225
H 0.849 1.199 1.373 0.0 0.0 0.0 0.222
H 2.124 -0.003 1.197 0.0 0.0 0.0 0.224
H -2.326 -1.323 1.778 0.0 0.0 -0.1 0.226
H -1.899 0.383 1.731 0.0 0.0 0.0 0.222
C -1.743 2.357 -6.876 0.0 -0.1 0.0 -0.823
Te -0.640 1.517 -5.258 0.1 0.2 -0.2 0.277
C 1.094 2.672 -5.707 0.0 0.0 0.0 -0.840
H -1.840 3.426 -6.713 0.0 0.0 0.0 0.234
H -2.727 1.901 -6.928 0.0 0.0 0.1 0.241
H -1.198 2.153 -7.793 0.0 0.0 0.0 0.235
H 1.410 2.436 -6.718 0.0 0.0 0.0 0.234
H 1.896 2.436 -5.013 0.0 0.0 0.0 0.232
H 0.842 3.725 -5.624 0.0 0.0 0.0 0.234
```
Forces are in eV/Å.

Summary:
- Gap between HOMO and LUMO: 7.56 eV
- Charge: +1
- Strongest force on any atom: 0.27 eV Å⁻¹
- Energy: -1688.9696 Ha
- Relative energy (zero: lowest compared OMol25 entry of this formula, charge and spin): 2.5 kcal/mol